No. 1
{
  "formula": "C5H12",
  "method": "ωB97M-V/def2-TZVPD",
  "lumo_ha": 0.03752,
  "homo_energy_ha": -0.346,
  "total_charge": 0,
  "energy_ha": -197.58915,
  "fmax_ev_per_a": 5.853,
  "e_above_lowest_ev": 3.2653,
  "elements": ["H", "H", "H", "C", "H", "H", "C", "H", "C", "C", "H", "H", "H", "H", "H", "H", "C"],
  "xyz": [[3.301, 0.251, -2.735], [3.356, -2.244, -3.076], [0.874, -1.178, -1.811], [-4.676, 2.398, 3.949], [-4.599, 2.800, 4.896], [0.933, 0.534, -2.033], [3.460, -1.789, -2.045], [-4.835, 0.477, 3.104], [1.319, -0.459, -2.400], [2.849, -0.440, -2.122], [1.156, -0.742, -3.445], [-4.217, 2.879, 3.004], [2.710, -2.192, -1.348], [2.766, -0.024, -1.111], [4.491, -1.703, -1.711], [-4.238, 0.464, 4.862], [-4.649, 0.969, 4.023]],
  "forces_ev_per_a": [[1.236, 1.559, -1.455], [0.397, -0.033, 1.288], [-1.039, -1.705, 1.384], [1.966, -5.185, -1.873], [0.484, 1.673, 1.534], [-0.029, -0.907, -1.131], [-1.095, -0.045, -1.269], [0.405, -0.897, -0.686], [1.705, 1.878, -1.157], [-2.770, 0.361, 2.088], [-0.512, 0.577, 0.050], [-2.054, -0.433, 1.431], [1.124, -1.251, -0.014], [1.067, 0.185, 0.074], [-0.084, -0.619, 0.143], [-0.853, -0.485, 0.990], [0.052, 5.327, -1.395]]
}

---

No. 2
{
  "formula": "C5H12",
  "method": "ωB97M-V/def2-TZVPD",
  "lumo_ha": 0.04689,
  "homo_energy_ha": -0.398,
  "total_charge": 0,
  "energy_ha": -197.68664,
  "fmax_ev_per_a": 2.256,
  "e_above_lowest_ev": 0.6124,
  "elements": ["H", "H", "H", "H", "H", "H", "H", "H", "C", "C", "C", "C", "H", "H", "H", "C", "H"],
  "xyz": [[-1.847, -1.543, -0.292], [-3.211, -0.494, -0.120], [-1.933, 1.577, 0.017], [-0.091, 0.556, 1.331], [2.830, 0.814, -0.583], [0.825, -0.621, -1.298], [-2.045, -0.614, 1.218], [-1.374, 0.684, -1.429], [0.033, 0.637, 0.246], [-2.171, -0.577, 0.159], [2.443, -0.058, 0.040], [0.970, -0.437, -0.234], [3.040, -0.981, -0.249], [2.765, 0.204, 1.138], [0.645, -1.389, 0.255], [-1.399, 0.624, -0.319], [0.519, 1.620, 0.118]],
  "forces_ev_per_a": [[0.135, 0.656, 0.365], [-0.431, 0.077, 0.214], [0.667, -1.208, -0.340], [0.210, -0.065, 0.102], [-0.771, -1.111, 0.601], [0.164, 0.143, -0.206], [-0.263, -0.370, 0.895], [-0.002, -0.090, 0.527], [-0.640, 1.094, 0.390], [0.063, -0.703, -1.149], [1.635, -0.638, 0.481], [-0.029, -0.288, 0.717], [-0.274, 1.250, 0.365], [-1.101, -0.601, -1.876], [0.726, 0.531, -0.254], [0.224, 1.501, -0.557], [-0.314, -0.179, -0.275]]
}

---

No. 3
{
  "formula": "C5H12",
  "method": "ωB97M-V/def2-TZVPD",
  "lumo_ha": 0.04421,
  "homo_energy_ha": -0.325,
  "total_charge": 0,
  "energy_ha": -197.65022,
  "fmax_ev_per_a": 1.165,
  "e_above_lowest_ev": 1.6034,
  "elements": ["C", "H", "C", "C", "H", "H", "H", "H", "C", "H", "H", "C", "H", "H", "H", "H", "H"],
  "xyz": [[-0.862, -1.766, 0.211], [0.737, -0.722, -1.661], [0.733, 1.442, -1.300], [0.318, 0.034, -1.010], [1.590, 1.723, -0.684], [-0.323, 1.280, 1.386], [-1.640, 0.151, 1.722], [1.024, 1.547, -2.343], [-1.095, 0.660, 0.932], [-1.944, -1.887, 0.154], [2.079, -0.536, 1.057], [-0.490, -0.332, -0.022], [2.678, -0.557, 1.557], [-0.545, -2.081, 1.206], [-0.399, -2.419, -0.524], [-0.073, 2.142, -1.090], [-1.787, 1.321, 0.410]],
  "forces_ev_per_a": [[0.120, 0.086, -0.118], [-0.014, -0.197, -0.015], [-0.045, -0.091, 0.072], [0.023, 0.038, -0.053], [0.087, 0.106, 0.004], [0.007, 0.099, 0.088], [-0.053, 0.022, 0.087], [0.022, 0.094, -0.044], [0.090, 0.006, -0.114], [-0.095, -0.072, 0.043], [0.896, -0.028, 0.744], [-0.054, -0.165, -0.050], [-0.885, 0.034, -0.728], [-0.024, -0.073, 0.096], [0.014, -0.083, -0.039], [-0.015, 0.132, -0.007], [-0.074, 0.090, 0.035]]
}